The following is a quantum chemistry calculation of one molecule with the formula C21H30N4S3, from the OMol25 dataset.

For the total energy, the calculation gives -2231.7953 a.u. The calculation puts the LUMO energy at 0.6 eV. The structure (SMILES) is CSc1cccc(NC(=S)N(CCCN2CCN(C)CC2)Cc2cccs2)c1. The energy above the lowest of the compared OMol25 structures with the same formula, charge and spin is 0.0000 eV. The HOMO energy is -7.607 eV.

Geometry as ORCA input:
```
! RIJCOSX wB97M-V def2-TZVPD def2/J DEFGRID3
* xyz 0 1
C -2.31022 -5.23786 0.99001
S -0.88342 -5.79286 0.01500
C 0.02902 -4.31079 -0.28357
C 1.27945 -4.45381 -0.87868
C 2.02466 -3.32659 -1.15961
C 1.55194 -2.07020 -0.82886
C 0.31698 -1.92402 -0.19925
N -0.12435 -0.63530 0.08322
C -1.24263 -0.25957 0.77142
S -1.86126 -1.12800 2.04336
N -1.79754 0.92102 0.39720
C -1.37606 1.66544 -0.76792
C -0.60106 2.93986 -0.40252
C 0.46854 2.71220 0.66454
N 1.53273 1.79275 0.27563
C 2.41426 2.39388 -0.71814
C 3.57083 1.46438 -1.06364
N 4.33962 1.16308 0.12583
C 5.50269 0.35724 -0.17034
C 3.48365 0.53330 1.11366
C 2.32067 1.45315 1.45853
C -2.97789 1.42928 1.06698
C -4.20508 1.24823 0.23698
C -5.13028 2.17917 -0.12200
C -6.17040 1.64638 -0.91704
C -6.01192 0.32156 -1.15754
S -4.59878 -0.31106 -0.41031
C -0.45672 -3.05583 0.03991
H -1.97005 -4.67844 1.85624
H -2.81702 -6.14391 1.30771
H -2.97622 -4.63969 0.37457
H 1.64417 -5.43930 -1.12131
H 2.98646 -3.42596 -1.64134
H 2.13093 -1.19214 -1.07148
H 0.53108 0.11860 -0.14465
H -0.77192 1.02476 -1.41071
H -2.27401 1.94800 -1.32942
H -0.16591 3.35485 -1.31126
H -1.29517 3.68391 -0.00688
H -0.01448 2.29219 1.55127
H 0.89090 3.69148 0.95007
H 1.84159 2.59836 -1.62519
H 2.82837 3.34420 -0.34154
H 4.22406 1.96461 -1.78314
H 3.17817 0.54850 -1.54219
H 6.13150 0.88865 -0.88324
H 5.24260 -0.62610 -0.59305
H 6.06849 0.20198 0.74675
H 4.07112 0.35674 2.01779
H 3.09842 -0.43862 0.76286
H 1.66774 0.95156 2.17749
H 2.72222 2.36717 1.92608
H -2.84430 2.49165 1.29227
H -3.07614 0.87534 2.00819
H -5.07681 3.21165 0.17555
H -6.99233 2.22885 -1.29273
H -6.63954 -0.33255 -1.72916
H -1.43133 -2.94132 0.47757
*
```